1.
C26H42F6O16Pb as an isolated structure, computed with ωB97M-V/def2-TZVPD.

```
91
C26H42F6O16Pb (ωB97M-V/def2-TZVPD)
Pb 15.6310 -15.5375 -9.7084
C 13.9372 -15.8695 -6.7240
O 15.2146 -15.4222 -6.2433
O 14.0455 -16.2837 -7.9488
C 13.4323 -17.0176 -5.8080
F 12.7109 -16.5378 -4.7548
F 12.6013 -17.8603 -6.4543
F 14.4237 -17.7652 -5.3186
C 15.2609 -14.8567 -4.9636
C 16.7222 -14.6369 -4.6111
H 16.8291 -14.1948 -3.6235
H 17.2044 -15.6195 -4.6807
H 17.2460 -14.0437 -5.3648
H 14.8381 -15.5195 -4.2023
H 14.7064 -13.9064 -4.9058
H 13.2212 -15.0233 -6.6106
C 16.9824 -14.8279 -12.5774
O 16.0401 -15.9081 -12.6365
O 17.0131 -14.3158 -11.3614
C 18.3420 -15.3514 -13.0277
F 18.8233 -16.2831 -12.1818
F 18.2807 -15.9336 -14.2532
F 19.2490 -14.3692 -13.1123
C 15.2602 -16.0039 -13.8118
C 14.4548 -17.2798 -13.7602
H 14.0080 -17.3814 -12.7698
H 13.6142 -17.2258 -14.4585
H 15.0274 -18.1717 -14.0013
H 15.8971 -15.9779 -14.7049
H 14.5915 -15.1363 -13.9163
H 16.6555 -14.0366 -13.2910
C 14.7572 -19.5232 -8.3527
O 15.3938 -20.1299 -9.4831
C 16.0161 -19.3159 -10.3071
O 16.0192 -18.1082 -10.2553
O 16.6596 -20.0170 -11.2251
C 17.6126 -19.2709 -11.9810
H 14.7641 -20.2204 -7.5208
H 13.7304 -19.2770 -8.6194
H 15.2441 -18.6006 -8.0442
H 18.3196 -18.7649 -11.3153
H 17.1293 -18.4534 -12.5130
H 18.1420 -19.9795 -12.6027
C 13.2802 -12.1271 -7.7900
O 13.2698 -11.4794 -9.0545
C 13.9132 -12.1334 -9.9988
O 14.3982 -13.2283 -9.8692
O 13.9274 -11.4268 -11.1140
C 14.5402 -12.0713 -12.2275
H 12.8592 -11.4391 -7.0653
H 14.2869 -12.3994 -7.4579
H 12.7212 -13.0643 -7.8149
H 13.9942 -12.9708 -12.5332
H 15.5627 -12.3957 -12.0318
H 14.4818 -11.3894 -13.0710
O 17.5726 -16.6727 -8.3613
C 18.4135 -16.7076 -7.5072
O 18.4894 -17.7327 -6.6471
C 19.6109 -17.5697 -5.7336
C 20.0377 -16.0992 -5.8476
C 19.4688 -15.6730 -7.1936
H 20.3505 -18.2640 -6.1351
H 19.2840 -17.8876 -4.7494
H 21.1240 -16.0868 -5.7842
H 19.5920 -15.5142 -5.0464
H 20.2137 -15.6212 -7.9904
H 18.9722 -14.7041 -7.2101
O 16.9668 -13.8108 -8.1680
C 17.3252 -12.6715 -8.2493
O 17.8193 -11.9990 -7.1973
C 18.3892 -10.7404 -7.6775
C 17.5577 -10.4252 -8.9162
C 17.4139 -11.8135 -9.4934
H 19.4264 -10.9829 -7.9047
H 18.2857 -9.9904 -6.9003
H 18.0958 -9.6715 -9.4937
H 16.5974 -9.9993 -8.6244
H 18.3356 -12.1742 -9.9744
H 16.6563 -12.0037 -10.2392
O 13.4227 -15.5741 -11.1819
C 12.2345 -15.7305 -11.1752
O 11.5490 -16.0788 -12.2761
C 10.1611 -16.2602 -11.9488
C 9.9252 -15.4474 -10.6739
C 11.2912 -15.4910 -10.0138
H 9.9969 -17.3303 -11.7996
H 9.5430 -15.9482 -12.7862
H 9.1270 -15.8640 -10.0655
H 9.6667 -14.4233 -10.9438
H 11.4641 -16.3299 -9.3302
H 11.6341 -14.5940 -9.5048
```

Properties
* HOMO-LUMO gap: 8.23 eV
* E_HOMO: -7.7571 eV
* ΔE to the lowest compared entry with this formula, charge and spin: 0.000 eV

2.
A 8-piece molecular cluster, C26H42N5O3S2 overall, computed with ωB97M-V/def2-TZVPD.

```
78
C26H42N5O3S2 (ωB97M-V/def2-TZVPD)
C 23.4725 -0.2470 -6.4818
C 22.2132 -0.5893 -5.7502
O 21.6310 -1.8869 -5.8153
H 24.1169 -0.9943 -6.0188
H 23.8000 0.7826 -6.3375
H 23.4731 -0.4148 -7.5588
H 21.5287 0.0976 -6.2479
H 22.3077 -0.2042 -4.7349
C 24.2299 1.6123 -2.8983
S 25.4665 2.0357 -4.2011
O 26.1693 3.3281 -3.8423
C 26.5546 0.5719 -3.6819
H 23.3546 2.2222 -3.1218
H 24.6352 1.8560 -1.9162
H 24.0211 0.5440 -2.8419
H 27.5492 0.9167 -3.9645
H 26.3566 -0.3514 -4.2263
H 26.6216 0.4233 -2.6042
C 24.2218 3.6381 -7.1426
S 23.4812 4.7901 -5.8769
O 23.2443 6.0978 -6.5851
C 21.7902 4.1791 -5.7632
H 23.6585 2.7214 -7.3173
H 25.2326 3.3259 -6.8802
H 24.3926 4.1850 -8.0699
H 21.9227 3.1831 -5.3408
H 21.4847 3.9801 -6.7905
H 21.1555 4.8811 -5.2223
N 20.0997 -2.1188 -3.3709
C 20.8305 -2.2110 -2.2192
C 19.9726 -2.3430 -1.0912
C 18.6722 -2.2549 -1.5967
C 18.7621 -2.0265 -2.9716
H 20.4860 -2.0410 -4.3008
H 21.9074 -2.2110 -2.3011
H 20.1223 -2.3665 -0.0219
H 17.7362 -2.1326 -1.0719
H 18.0065 -1.8941 -3.7318
N 20.8551 2.1526 -11.6752
C 20.4775 1.7832 -10.3288
C 21.5904 1.7585 -9.5769
C 22.6603 1.8641 -10.4964
C 22.1725 2.1817 -11.7694
H 20.2948 1.8958 -12.4753
H 19.4881 1.5284 -9.9789
H 21.8232 1.5160 -8.5505
H 23.6939 1.6338 -10.2842
H 22.6600 2.3251 -12.7224
N 21.5052 -4.8148 -5.7742
C 20.2224 -5.2202 -6.0313
C 20.3070 -6.5014 -6.6566
C 21.5833 -6.7839 -7.0361
C 22.3391 -5.7205 -6.4942
H 21.7769 -3.8908 -5.4701
H 19.3523 -4.6364 -5.7695
H 19.4758 -7.1284 -6.9435
H 21.9126 -7.6113 -7.6471
H 23.4147 -5.6296 -6.4581
N 18.9014 -1.3303 -6.6667
C 17.7737 -2.1327 -6.4056
C 16.6569 -1.3679 -6.6237
C 17.0962 -0.1839 -7.1753
C 18.4762 -0.0831 -6.9996
H 19.8575 -1.5909 -6.4714
H 18.0317 -3.1299 -6.0809
H 15.6421 -1.6731 -6.4153
H 16.4177 0.5940 -7.4932
H 19.1180 0.7725 -7.1492
N 21.8095 -2.6669 -8.9016
C 22.1478 -1.9570 -9.9835
C 21.7818 -2.6784 -11.0889
C 21.3316 -3.8843 -10.6261
C 21.3097 -3.9123 -9.2725
H 21.7182 -2.3254 -7.9554
H 22.5391 -0.9541 -9.8974
H 21.8166 -2.3316 -12.1111
H 21.0601 -4.7220 -11.2513
H 21.0319 -4.6725 -8.5575
```

Properties
* total charge: -1
* HOMO-LUMO gap: 7.47 eV
* E_HOMO: -5.2061 eV

3.
C26H42N7O2SSiZr as an isolated structure, computed with ωB97M-V/def2-TZVPD.

```
80
C26H42N7O2SSiZr (ωB97M-V/def2-TZVPD)
Zr -0.5446 -0.1502 -0.3633
N 0.6881 -2.3379 -0.7260
C 1.7224 -2.8604 0.1899
C 1.4876 -2.4031 1.6111
N 1.4617 -0.9325 1.7461
C 2.8614 -0.4449 1.6972
C 3.0531 1.0644 1.7426
N 2.2685 1.7921 0.7401
C 0.8944 -0.5606 3.0577
C 0.0172 0.6675 2.9976
N -1.0616 0.4467 2.0245
H -0.1182 -2.9477 -0.6995
H 1.0460 -2.3534 -1.6759
H 2.6966 -2.5449 -0.1764
H 1.7323 -3.9508 0.1823
H 2.2601 -2.8358 2.2597
H 0.5303 -2.7902 1.9451
H 3.3470 -0.8537 0.8151
H 3.4009 -0.8641 2.5559
H 4.1276 1.2446 1.6511
H 2.7710 1.4394 2.7274
H 2.6399 1.6286 -0.1891
H 2.3885 2.7871 0.9000
H 1.6926 -0.4017 3.7896
H 0.3038 -1.3937 3.4355
H 0.5843 1.5418 2.6844
H -0.3780 0.8652 3.9961
H -1.6920 1.2365 2.0510
H -1.6315 -0.3401 2.3104
N -0.6704 2.3109 0.0026
C -2.0467 2.7519 0.2856
C -3.0251 1.6155 0.0191
O -4.1945 1.7037 0.2519
O -2.4300 0.5357 -0.4830
H -0.0093 2.6879 0.6632
H -0.3675 2.6409 -0.9059
H -2.3493 3.6061 -0.3135
H -2.1461 3.0642 1.3252
S -3.5206 -3.8563 0.4572
C -2.8691 -3.5474 1.9910
C -1.9543 -2.5344 1.9543
C -1.7421 -1.9482 0.6603
C -2.5673 -2.5938 -0.2269
C -2.6180 -2.2854 -1.6477
C -3.5688 -2.8028 -2.5223
C -3.4933 -2.4989 -3.8656
C -2.4513 -1.7014 -4.3195
C -1.5561 -1.2117 -3.3953
N -1.6375 -1.4653 -2.0819
H -3.1796 -4.1261 2.8489
H -1.4576 -2.2355 2.8703
H -4.3622 -3.4313 -2.1417
H -4.2309 -2.8886 -4.5553
H -2.3299 -1.4568 -5.3661
H -0.7163 -0.6083 -3.6952
C 0.9275 3.3724 -3.3204
Si -0.0982 1.8108 -3.4068
C -0.1698 1.2145 -5.2022
C -1.8751 2.3070 -3.0506
N 0.5512 0.6392 -2.2286
C 1.8921 0.2700 -2.5193
C 2.5559 0.5117 -3.7401
C 3.8735 0.1322 -3.9524
C 4.6120 -0.5142 -2.9721
C 3.9933 -0.7572 -1.7578
C 2.6792 -0.3658 -1.5508
H 0.4811 4.1466 -3.9536
H 1.9545 3.2140 -3.6591
H 0.9790 3.7735 -2.3012
H -1.1922 1.3040 -5.5773
H 0.1536 0.1852 -5.3664
H 0.4626 1.8481 -5.8324
H -2.3274 2.5591 -4.0144
H -1.9478 3.2139 -2.4440
H -2.4996 1.5335 -2.6101
H 2.0606 1.0108 -4.5560
H 4.3264 0.3512 -4.9121
H 5.6383 -0.8088 -3.1458
H 4.5431 -1.2466 -0.9593
H 2.2304 -0.5437 -0.5885
```

Properties
* total charge: +1
* HOMO-LUMO gap: 7.82 eV
* E_HOMO: -10.2646 eV
* ΔE to the lowest compared entry with this formula, charge and spin: 0.000 eV

4.
C26H42O14PbS5 as an isolated structure, computed with ωB97M-V/def2-TZVPD.

```
88
C26H42O14PbS5 (ωB97M-V/def2-TZVPD)
Pb 0.7921 0.1640 -2.1594
C -0.2957 -7.1039 -6.3890
C 0.3893 -6.2063 -5.5540
C 1.7782 -6.4376 -4.9651
O 2.3742 -5.6582 -4.1177
C 2.4103 -7.5876 -5.3694
C 1.8192 -8.5637 -6.2552
C 0.2981 -8.3423 -6.7095
O -0.3721 -9.3266 -7.0574
O 2.4329 -9.5819 -6.4862
O -0.3887 -5.1731 -5.1620
H -1.3272 -6.9650 -6.6773
H 3.3419 -7.8338 -4.8818
C 0.4461 4.8089 6.8463
C -1.0510 5.1017 6.6583
C -1.3280 4.0611 5.5726
S -0.0448 4.5144 4.2383
O -0.4727 5.7221 3.5383
O 0.3610 3.3160 3.4758
C 1.2639 4.9377 5.5398
H 0.5227 3.7834 7.2077
H 0.7955 5.4140 7.6829
H -1.2894 6.1333 6.3996
H -1.7428 4.9223 7.4814
H -2.1955 4.2357 4.9361
H -1.2148 3.0063 5.8227
H 1.7142 5.9054 5.3185
H 1.9662 4.1548 5.2535
C -8.4946 -1.1583 -0.0534
C -9.2837 0.1799 -0.4375
C -8.1045 1.0217 -0.8670
S -6.8494 -0.0175 -1.7290
O -5.5609 0.0922 -1.0191
O -7.0336 0.2968 -3.1695
C -7.6960 -1.4753 -1.2821
H -9.2323 -1.9510 0.0711
H -7.9382 -0.8771 0.8407
H -9.5559 0.7305 0.4629
H -9.9179 0.0653 -1.3166
H -7.4952 1.2512 0.0072
H -8.2116 1.9698 -1.3939
H -6.9712 -2.2888 -1.2513
H -8.3434 -1.6899 -2.1324
C 9.9343 -1.4584 -1.8892
C 10.0865 -1.8681 -0.4102
C 8.8001 -1.5128 0.2361
S 8.1424 0.0993 -0.4773
O 8.4715 1.0990 0.5330
O 6.7682 0.0292 -0.8845
C 9.4042 0.0426 -1.8456
H 9.1171 -2.0975 -2.2235
H 10.8718 -1.5748 -2.4330
H 10.9475 -1.3154 -0.0343
H 10.3061 -2.9358 -0.4059
H 8.8237 -1.2957 1.3040
H 8.0310 -2.2707 0.0872
H 10.2900 0.5766 -1.5016
H 9.1037 0.4430 -2.8139
C 0.0033 -6.8601 5.1732
C -0.0088 -6.1314 6.6198
C 0.0818 -4.5439 6.3541
S 1.2291 -4.5570 4.9223
O 2.4982 -3.9962 5.2789
O 0.5726 -3.7877 3.7988
C 1.2483 -6.3589 4.3721
H -0.9450 -6.7796 4.6419
H 0.0485 -7.9194 5.4260
H 0.7648 -6.6801 7.1570
H -0.8140 -6.4049 7.3017
H 0.4921 -4.1997 7.3034
H -0.8498 -4.0203 6.1397
H 2.0986 -6.8860 4.8048
H 1.0953 -6.4387 3.2959
C -3.0216 9.3028 -4.5454
C -2.7362 8.6700 -5.8872
C -2.4844 7.1514 -5.5905
S -2.1983 6.9269 -3.7860
O -0.9959 6.1619 -3.7996
O -3.4469 6.4846 -3.2509
C -1.9989 8.7695 -3.5650
H -4.0441 8.9590 -4.3888
H -2.9816 10.3920 -4.5377
H -1.8873 9.0540 -6.4528
H -3.5645 8.8057 -6.5826
H -1.4514 7.0511 -5.9235
H -3.0080 6.3482 -6.1090
H -0.9419 8.8964 -3.7992
H -2.1474 9.0797 -2.5307
```

Properties
* HOMO-LUMO gap: 1.95 eV
* E_HOMO: -6.3125 eV
* ΔE to the lowest compared entry with this formula, charge and spin: 14.383 eV

5.
C26H43Cl3O2P2W as an isolated structure, computed with ωB97M-V/def2-TZVPD.

```
77
C26H43Cl3O2P2W (ωB97M-V/def2-TZVPD)
W 0.5007 0.9723 1.0845
C 0.6811 0.5657 3.1691
C 1.9120 1.1362 2.6543
C 0.1860 2.6661 2.2786
C -0.3715 1.5275 2.9566
C 1.6047 2.4407 2.1070
C 0.5483 -0.6502 4.0034
H 1.3717 -1.3512 3.8686
H -0.3841 -1.1997 3.8000
H 0.5073 -0.3812 5.0654
C -1.7907 1.4594 3.3997
H -2.1195 0.4438 3.6886
H -2.4626 1.7979 2.5903
H -1.9832 2.1183 4.2656
C -0.5394 3.9021 1.8844
H -0.4063 4.7083 2.6177
H -1.6131 3.7036 1.8169
H -0.1778 4.2768 0.9241
C 2.5455 3.4040 1.4906
H 2.7935 4.2380 2.1676
H 2.0958 3.8475 0.5968
H 3.4825 2.9244 1.1833
C 3.2684 0.5301 2.8073
H 3.7484 0.8964 3.7342
H 3.9209 0.8021 1.9687
H 3.2151 -0.5717 2.8758
C -0.6084 -1.5544 0.9856
C 0.3190 -2.5235 1.3264
C 1.6874 -2.6789 0.7711
C 1.9263 -2.0193 -0.6213
C 1.7588 -0.5183 -0.5331
C 0.7686 0.2900 -1.1525
C -0.7463 0.1917 -0.8534
C -1.0904 -1.2200 -0.4106
H 1.9371 -3.7588 0.7618
H 1.3524 -2.5375 -1.4065
H 2.4217 -2.2221 1.4677
H -0.6361 -1.9279 -1.1206
H -1.3499 -1.3162 1.7665
H 0.0921 -3.1333 2.2140
H -2.1850 -1.3930 -0.4816
H -1.0822 1.0021 -0.0478
H 1.1657 1.1748 -1.6907
H -1.3826 0.5616 -1.6916
H 2.9823 -2.1940 -0.9092
H 2.7296 -0.0072 -0.3930
P -0.2046 -1.4836 -3.3483
P -0.2045 1.7727 -3.3813
C -0.2480 -0.6109 -4.9950
C -0.7900 0.8160 -4.8922
H -0.8862 -1.2127 -5.6633
H 0.7712 -0.6460 -5.4051
H -0.5065 1.4262 -5.7696
H -1.8899 0.8118 -4.8309
C -0.9899 3.3734 -3.7668
H -0.4816 4.1674 -3.1928
H -2.0497 3.3461 -3.4773
H -0.9141 3.5888 -4.8446
C 1.5081 2.0909 -3.9836
H 1.4918 2.3268 -5.0606
H 2.1467 1.2112 -3.8231
H 1.9351 2.9515 -3.4469
C -1.9853 -2.0015 -3.4245
H -2.2780 -2.5426 -2.5123
H -2.1156 -2.6711 -4.2893
H -2.6355 -1.1196 -3.5417
C 0.5708 -3.0629 -3.9012
H 1.5998 -2.8462 -4.2313
H -0.0057 -3.4875 -4.7440
H 0.6055 -3.7943 -3.0751
Cl -2.8752 -4.9878 4.4837
C -3.5201 -3.4177 4.9991
Cl -5.2899 -3.4289 4.9316
Cl -2.9492 -3.0225 6.6549
C -2.9367 -2.2287 4.0391
O -3.6618 -1.2289 3.9330
O -1.8051 -2.5118 3.5790
```

Properties
* total charge: +2
* 2S+1: 3
* HOMO-LUMO gap (spin up / spin down): 3.62 / 1.91 eV
* E_HOMO (spin up / spin down): -12.2459 / -12.1735 eV
* ΔE to the lowest compared entry with this formula, charge and spin: 0.000 eV

6.
C26H43LaN3P2 as an isolated structure, computed with ωB97M-V/def2-TZVPD.

```
75
C26H43LaN3P2 (ωB97M-V/def2-TZVPD)
La 1.0797 -1.4244 -0.3552
C 1.2697 0.6039 1.1719
C 0.0947 -0.0789 1.6027
C 1.8997 -1.5091 1.8766
C 2.3982 -0.2550 1.3618
C 0.4764 -1.3870 2.0338
C 1.3187 2.0676 0.9717
H 0.6255 2.3971 0.1892
H 2.3270 2.3995 0.7061
H 1.0271 2.5873 1.8959
C 3.8280 0.1372 1.2748
H 3.9428 1.1234 1.7309
H 4.2868 0.1841 0.2664
H 4.4218 -0.5777 1.8449
C 2.6883 -2.7617 1.8832
H 3.6816 -2.5493 2.3044
H 2.8440 -3.2021 0.8676
H 2.1828 -3.5208 2.4930
C -0.4661 -2.5060 2.2978
H -0.0649 -3.1698 3.0816
H -0.6319 -3.1155 1.3708
H -1.4383 -2.0974 2.6561
C -1.2707 0.5078 1.5542
H -1.8426 0.3795 2.4816
H -1.8832 0.0770 0.7512
H -1.2107 1.5900 1.3931
C -1.9986 1.9684 -2.6762
C -2.1955 2.4013 -1.4053
C -3.4859 2.3330 -0.6465
C -4.5650 1.3896 -1.2230
C -4.3935 -0.0614 -0.9025
C -3.6415 -0.9336 -1.5959
C -2.3779 -0.5622 -2.3317
C -2.4812 0.6736 -3.2793
H -3.9534 3.3328 -0.5589
H -4.6747 1.5586 -2.3040
H -3.2453 2.0768 0.3936
H -3.5048 0.7540 -3.6621
H -1.2263 2.4392 -3.2944
H -1.3940 2.9013 -0.8586
H -1.8387 0.4833 -4.1667
H -1.5329 -0.3777 -1.6213
H -3.9069 -2.0152 -1.6187
H -2.0822 -1.4290 -2.9585
H -5.5452 1.6946 -0.8175
H -4.9993 -0.4338 -0.0699
P -3.6740 -2.9255 -4.3262
P -2.9354 -5.6525 -3.4002
C -4.3924 -4.2856 -5.3974
C -3.7275 -5.6244 -5.1018
H -4.2326 -4.0147 -6.4497
H -5.4781 -4.3254 -5.2375
H -4.4500 -6.4525 -5.1710
H -2.9115 -5.8334 -5.8080
C -2.6241 -7.4636 -3.5265
H -2.3415 -7.8673 -2.5516
H -1.7955 -7.6267 -4.2219
H -3.5119 -7.9889 -3.8996
C -4.5564 -5.7560 -2.5164
H -5.2712 -6.3547 -3.0945
H -4.9739 -4.7596 -2.3392
H -4.3873 -6.2299 -1.5440
C -2.7412 -2.1821 -5.7180
H -2.0308 -1.4263 -5.3689
H -3.4584 -1.7479 -6.4252
H -2.1861 -2.9913 -6.2075
C -5.1566 -1.8239 -4.2317
H -6.0080 -2.2725 -4.7992
H -4.8871 -0.8280 -4.6374
H -5.4438 -1.7302 -3.1572
N 1.4186 0.3983 -1.8095
C 1.8861 1.4725 -2.0548
N 2.3749 2.5142 -2.5801
C 2.8006 3.5927 -1.9533
N 3.2149 4.5859 -1.4763
```

Properties
* total charge: +1
* HOMO-LUMO gap: 5.93 eV
* E_HOMO: -10.0129 eV
* ΔE to the lowest compared entry with this formula, charge and spin: 0.411 eV